This record from OMol25 describes a structure of composition C47H35KN10O8S6 at a distorted geometry. The level of theory is ωB97M-V/def2-TZVPD.

Values from the calculation:
HOMO: -2.7 eV
frontier orbital gap: 5.5 eV
calculated total energy: -5950.770120 a.u.
total charge: -2
LUMO level: 2.87 eV

```
107
Properties=species:S:1:pos:R:3:forces:R:3:lowdin_charge:R:1
K -0.169 0.193 -0.038 0.50 1.73 -0.53 0.718
O -1.241 -4.416 4.520 -0.03 0.03 0.00 0.038
C -0.943 -3.362 3.691 -0.01 -0.08 0.05 -0.299
C -1.478 -2.100 3.905 0.04 0.01 -0.01 0.035
C -1.150 -1.094 3.007 0.07 0.09 0.04 -0.214
N -0.342 -1.309 1.970 0.01 -0.34 0.37 0.072
C 0.191 -2.521 1.778 -0.10 0.00 0.07 -0.174
C -0.091 -3.587 2.622 0.06 0.03 0.00 0.048
C 1.062 -2.747 0.501 -0.33 -0.03 0.14 -0.684
O 1.609 -3.854 0.425 0.08 -0.27 -0.03 -0.025
O 1.033 -1.815 -0.333 0.52 -0.75 -0.07 -0.163
C -1.757 0.315 3.146 -0.16 0.02 -0.06 -0.675
O -1.606 0.894 4.230 0.12 -0.10 0.27 -0.017
O -2.377 0.732 2.132 0.03 0.07 -0.11 -0.115
H -1.828 -4.091 5.211 0.05 0.00 -0.02 0.092
H -2.134 -1.890 4.742 0.02 0.02 0.02 0.119
H 0.360 -4.550 2.431 -0.01 -0.02 0.00 0.121
N -2.220 -0.216 -3.361 -0.10 -0.08 -0.10 0.127
C -1.263 0.629 -3.813 -0.12 -0.06 0.08 -0.685
N -0.427 1.258 -3.050 -0.02 -0.07 -0.03 0.098
C 0.381 2.089 -3.792 0.14 0.08 0.00 -0.334
C 0.131 2.126 -5.125 0.00 -0.04 0.06 -0.383
S -1.164 1.046 -5.505 0.02 0.04 -0.08 0.992
C 1.484 2.771 -3.099 -0.03 -0.02 -0.06 -0.340
C 2.486 3.470 -3.689 -0.03 0.02 0.05 -0.382
S 3.619 3.982 -2.492 0.03 0.05 -0.08 1.013
C 2.649 3.192 -1.284 -0.08 -0.06 0.18 -0.685
N 1.576 2.625 -1.736 0.05 -0.01 -0.05 0.109
N 2.987 3.221 0.040 0.11 0.04 -0.08 0.081
H -2.201 -0.459 -2.370 0.02 -0.01 0.01 0.058
H -2.504 -0.968 -3.967 -0.02 -0.02 0.01 0.072
H 0.652 2.673 -5.890 0.04 0.01 -0.04 0.058
H 2.644 3.671 -4.734 0.01 0.00 -0.05 0.057
H 3.982 3.141 0.218 -0.06 -0.04 0.05 0.009
H 2.491 2.498 0.551 0.00 0.03 0.06 0.046
O -1.985 7.720 1.738 0.09 0.03 0.12 0.049
N -1.146 7.266 2.499 -0.01 -0.18 -0.07 -0.339
O -0.635 7.920 3.391 -0.07 0.07 -0.04 0.045
C -0.722 5.859 2.337 -0.09 0.22 0.01 -0.071
C 0.158 5.421 3.264 0.07 -0.14 0.02 0.068
C 0.663 4.092 3.234 -0.02 0.11 0.03 -0.129
C 1.566 3.610 4.203 0.01 -0.04 -0.01 -0.001
C 2.011 2.325 4.109 -0.03 0.01 -0.02 -0.032
C 1.547 1.535 3.039 0.02 -0.01 0.06 -0.124
N 0.722 1.968 2.117 0.01 0.06 -0.17 0.117
C 0.271 3.233 2.206 -0.05 -0.01 -0.03 -0.141
C -0.663 3.713 1.195 0.02 -0.14 0.09 -0.125
N -0.984 2.840 0.231 -0.07 0.07 0.02 0.104
C -1.872 3.176 -0.666 -0.01 0.14 0.01 -0.122
C -2.508 4.423 -0.665 -0.01 -0.04 -0.01 -0.036
C -2.169 5.346 0.289 -0.01 0.05 0.01 -0.006
C -1.206 5.016 1.264 0.04 -0.01 0.03 -0.056
H 0.484 6.096 4.042 -0.01 -0.01 -0.01 0.125
H 1.893 4.266 5.001 0.00 0.01 0.01 0.114
H 2.716 1.907 4.811 0.02 -0.01 0.02 0.107
H 1.882 0.510 2.937 0.04 -0.03 -0.01 0.111
H -2.082 2.437 -1.430 0.00 -0.01 -0.05 0.087
H -3.257 4.653 -1.411 0.01 0.01 -0.02 0.101
H -2.638 6.314 0.297 0.01 -0.03 0.00 0.092
O -2.425 -0.572 -0.527 -0.87 -0.20 -0.07 -0.624
S -3.264 -1.153 0.573 0.28 -0.32 -0.30 1.016
C -4.791 -0.175 0.598 -0.07 0.11 0.13 -0.260
C -5.461 -0.055 -0.728 -0.02 0.02 -0.01 -0.270
C -6.660 -0.713 -0.993 -0.01 -0.04 0.02 -0.070
C -7.249 -0.644 -2.246 -0.02 0.00 -0.03 -0.102
C -6.638 0.082 -3.260 0.00 -0.01 0.00 -0.104
C -5.447 0.747 -3.003 -0.02 0.00 -0.02 -0.079
C -4.870 0.688 -1.745 -0.03 0.04 -0.01 -0.037
C -3.953 -2.723 -0.155 0.01 -0.11 0.13 -0.236
C -3.139 -3.177 -1.325 -0.02 0.07 -0.02 -0.277
C -1.820 -3.577 -1.143 0.02 0.03 0.01 -0.018
C -1.022 -3.910 -2.223 0.00 -0.01 -0.04 -0.041
C -1.558 -3.887 -3.505 0.03 0.00 0.01 -0.091
C -2.881 -3.513 -3.697 -0.02 0.02 -0.03 -0.122
C -3.664 -3.136 -2.613 -0.03 -0.07 0.00 -0.061
H -4.435 0.776 0.997 0.02 -0.02 0.03 0.092
H -5.428 -0.651 1.347 -0.03 0.02 0.02 0.103
H -7.135 -1.289 -0.205 -0.01 0.00 0.01 0.109
H -8.182 -1.161 -2.433 -0.01 -0.01 -0.01 0.094
H -7.086 0.126 -4.244 -0.02 0.01 -0.02 0.093
H -4.953 1.305 -3.787 0.01 0.01 -0.02 0.101
H -3.941 1.200 -1.548 0.03 0.01 0.02 0.091
H -5.001 -2.614 -0.426 -0.03 0.05 -0.01 0.070
H -3.865 -3.427 0.674 -0.07 -0.06 -0.02 0.091
H -1.394 -3.595 -0.148 0.03 0.01 0.06 0.112
H 0.016 -4.159 -2.047 0.05 0.00 0.01 0.113
H -0.940 -4.147 -4.355 0.01 -0.01 -0.02 0.097
H -3.303 -3.496 -4.696 0.00 -0.01 -0.01 0.095
H -4.687 -2.808 -2.763 -0.02 0.03 -0.01 0.107
S 7.256 -3.578 3.839 -0.02 0.05 -0.04 0.474
C 6.665 -2.321 2.895 0.00 -0.19 0.15 -1.117
S 5.823 -0.963 3.549 0.03 0.00 0.12 0.925
C 5.610 -0.268 1.953 -0.04 0.28 -0.20 -1.188
N 6.123 -1.013 1.020 -0.08 0.07 0.11 0.005
N 6.697 -2.154 1.562 0.11 -0.01 -0.06 -0.161
C 7.220 -3.059 0.600 0.00 -0.07 -0.02 -0.205
C 6.531 -3.206 -0.599 -0.03 -0.02 0.05 -0.004
C 7.027 -4.057 -1.570 0.01 -0.03 -0.03 -0.089
C 8.206 -4.760 -1.357 -0.03 0.03 0.00 -0.116
C 8.885 -4.604 -0.158 0.03 -0.02 0.02 -0.101
C 8.399 -3.755 0.825 0.04 0.02 -0.03 -0.057
S 4.837 1.242 1.777 0.06 -0.04 0.15 0.456
H 5.612 -2.657 -0.747 -0.01 0.02 -0.01 0.117
H 6.479 -4.176 -2.496 0.00 0.00 -0.01 0.098
H 8.591 -5.425 -2.120 0.00 -0.02 -0.01 0.088
H 9.804 -5.147 0.022 0.01 -0.01 -0.01 0.093
H 8.920 -3.637 1.762 0.00 0.01 0.00 0.061
```
Positions in Å, forces in eV/Å.